Computed, not measured: 2 unconnected molecules or ions with the total composition C6H10N3O at a distorted geometry, with wB97M-V/def2-TZVPD.

Bonds (Å) are listed after each position.
Positions of all 20 atoms, in Å:
1 C -2.54955 1.23268 0.39508  C2 1.381, C3 1.435, H11 1.152
2 C -1.19176 1.18358 0.14663  C1 1.381, C4 1.481, H12 1.075
3 C -3.28290 0.05038 0.04260  C1 1.435, N7 1.304, H13 1.109
4 C -0.53834 -0.12224 -0.10164  C2 1.481, N8 1.340
5 C 2.18712 0.11838 -1.29841  C6 1.540, H14 1.126, H15 1.045, H16 1.132
6 C 1.96262 -0.39812 0.13488  C5 1.540, N9 1.306, O10 1.339
7 N -2.66266 -1.09056 -0.08039  C3 1.304, N8 1.294
8 N -1.37114 -1.17170 -0.07462  C4 1.340, N7 1.294, H17 0.990
9 N 2.16033 0.21708 1.26954  C6 1.306, H18 1.013, H19 1.019
10 O 1.88172 -1.71520 0.36301  C6 1.339, H20 0.954
11 H -3.15941 2.17526 0.65437  C1 1.152
12 H -0.75361 2.15948 0.25291  C2 1.075
13 H -4.37697 0.20929 -0.04129  C3 1.109
14 H 3.27056 0.42665 -1.30345  C5 1.126
15 H 1.88125 -0.65865 -1.92737  C5 1.045
16 H 1.34036 0.86181 -1.40707  C5 1.132
17 H -1.08455 -2.11712 -0.14235  N8 0.990
18 H 2.00616 -0.36323 2.08590  N9 1.013
19 H 1.82161 1.17762 1.27313  N9 1.019
20 H 2.45915 -2.17540 -0.24147  O10 0.954

Values from the calculation:
Multiplicity ... 1
Energy ... -12892.0503 eV
Total charge ... +1
LUMO ... -3.45 eV